# 1
The molecule C21H22N2O2, computed with the ωB97M-V functional and the def2-TZVPD basis.

Summary:
energy above the lowest of the compared OMol25 structures with the same formula, charge and spin: 39.3 kcal/mol
electronic energy: -1073.4229 hartree
SMILES string: CC1(C)CC(=O)C/C(=N/NC(=O)c2ccc(-c3ccccc3)cc2)C1

Structure (ORCA input):
```
! RIJCOSX wB97M-V def2-TZVPD def2/J DEFGRID3
* xyz 0 1
C -3.12253 -2.03655 -0.01539
C -4.23128 -1.06176 -0.41714
C -5.04069 -1.64538 -1.57534
C -5.16503 -0.82834 0.79531
C -5.79115 0.54139 0.75415
O -6.97381 0.74594 0.67290
C -4.75665 1.64982 0.83737
C -3.43201 1.15442 0.33644
N -2.42031 1.45259 1.03859
N -1.12364 1.09331 0.78270
C -0.42797 1.06980 -0.39582
O -0.92483 1.25593 -1.48936
C 1.02760 0.81220 -0.21150
C 1.90642 1.35465 -1.14532
C 3.26507 1.14271 -1.03639
C 3.78050 0.36190 -0.00308
C 5.22755 0.13272 0.11458
C 6.12787 1.17560 -0.09172
C 7.48882 0.96221 0.02299
C 7.97234 -0.29683 0.33760
C 7.08618 -1.34155 0.54038
C 5.72440 -1.12891 0.43385
C 2.89421 -0.20354 0.91242
C 1.53522 0.02091 0.81584
C -3.60013 0.27798 -0.86492
H -2.50105 -2.27739 -0.87512
H -3.54726 -2.96088 0.37091
H -2.48777 -1.60084 0.75381
H -5.39630 -2.64363 -1.32844
H -4.42559 -1.71202 -2.46994
H -5.90270 -1.01847 -1.79297
H -5.94168 -1.59299 0.82716
H -4.57706 -0.88196 1.71496
H -5.09914 2.50171 0.24453
H -4.67381 1.98494 1.87359
H -0.57163 1.20634 1.62404
H 1.49989 1.94463 -1.95298
H 3.93520 1.56438 -1.77072
H 5.75497 2.16317 -0.32153
H 8.17552 1.78141 -0.13276
H 9.03580 -0.46336 0.42387
H 7.45832 -2.32672 0.78113
H 5.03858 -1.95158 0.57552
H 3.27886 -0.81114 1.71848
H 0.87047 -0.44680 1.52854
H -4.28457 0.78177 -1.55161
H -2.66518 0.09821 -1.38960
*
```

# 2
The molecule C21H22N2O3S, computed with the ωB97M-V functional and the def2-TZVPD basis.

Summary:
energy above the lowest of the compared OMol25 structures with the same formula, charge and spin: 41.0 kcal/mol
electronic energy: -1546.8281 hartree

Structure (ORCA input):
```
! RIJCOSX wB97M-V def2-TZVPD def2/J DEFGRID3
* xyz 0 1
O 2.56467 1.71850 0.97648
O -0.56689 4.79692 2.37265
N -0.72397 1.67154 -0.82252
O 0.65468 1.39606 -2.58016
C 1.60523 1.69592 1.73280
C -0.40206 0.88846 -1.84592
C 0.96046 2.59576 -1.98068
C 0.13958 2.73802 -0.93149
C -1.29085 -3.72336 3.28857
C -3.03165 -1.85392 -1.50898
C -2.39479 -2.89017 -2.21600
C -1.76888 -2.80851 2.31959
C 0.05367 -3.77092 3.58798
C -2.38589 -0.59882 -1.43138
C -1.17955 -2.71064 -2.81221
C -0.89028 -1.90516 1.70518
C 0.94830 -2.82092 2.99210
C -1.09802 -0.43279 -2.03339
C -0.51173 -1.48964 -2.74287
C 0.43719 -1.82531 2.10076
N 0.99288 0.52171 2.11270
S -0.38992 3.51122 1.68629
C 1.94650 3.56777 -2.53420
C 0.85048 -1.39888 -3.42946
C 1.33498 -0.76585 1.49828
C 1.17909 2.99283 2.41193
C 0.03579 3.95496 -0.03776
H -1.96849 -4.38476 3.80927
H -3.99108 -1.98491 -1.04117
H -2.88914 -3.85685 -2.29886
H -2.80830 -2.83715 2.04662
H 0.39605 -4.48579 4.33368
H -2.86936 0.14522 -0.83088
H -0.72738 -3.56327 -3.33923
H -1.25288 -1.19296 0.97982
H 2.00577 -2.78459 3.24893
H 0.25147 0.52739 2.77967
H 1.64153 3.71488 -3.55907
H 2.98444 3.19147 -2.47460
H 1.90829 4.51393 -2.07016
H 0.91588 -0.44944 -4.03661
H 1.64849 -1.35697 -2.67077
H 1.01939 -2.25786 -4.05253
H 2.42590 -0.99645 1.60193
H 1.12663 -0.73377 0.42397
H 1.01452 2.83397 3.46651
H 1.94774 3.79126 2.28349
H 0.94348 4.56303 -0.04441
H -0.79196 4.54886 -0.43391
*
```